14
Properties=species:S:1:pos:R:3 method="wB97M-V/def2-TZVPD" relative_energy_kj_mol=226.7 orbital_gap_ev=9.89 lumo_ev=0.84
O 0.229 1.779 -0.369
N -0.959 -0.002 0.794
N 1.013 -0.421 0.081
C 0.229 0.642 0.054
C -2.207 0.022 0.028
C 2.333 -0.404 -0.505
H -2.056 -0.550 -0.892
H 3.099 -0.616 0.250
H -2.461 1.054 -0.232
H 2.421 -1.162 -1.291
H -1.077 0.421 1.714
H 2.541 0.579 -0.944
H -3.016 -0.432 0.605
H -0.090 -0.910 0.708


80
Properties=species:S:1:pos:R:3 method="wB97M-V/def2-TZVPD" relative_energy_kj_mol=890.7 total_charge=-1 orbital_gap_ev=7.99 lumo_ev=1.42
S 2.252 -4.570 -2.698
S -1.401 0.489 -6.344
S -1.198 3.440 2.960
S -3.647 -2.055 4.343
S -1.175 1.533 0.768
S -0.097 -2.158 0.384
O -2.771 0.907 -6.553
O 1.360 -3.615 -2.076
O 3.912 2.536 4.001
O -0.837 1.184 -4.982
O 4.864 2.114 1.751
O -5.145 -2.601 4.682
O -1.014 -0.905 -6.349
O -2.837 -2.149 5.537
O -1.731 1.389 -0.703
O -3.219 -2.611 3.076
O 2.285 -4.288 -4.303
O 2.131 -5.995 -2.473
O -1.711 2.414 4.041
O -1.859 4.810 3.367
O 0.361 1.389 0.650
N -1.738 3.080 1.343
N -1.774 0.148 1.647
C 3.750 4.213 0.784
C 3.727 2.543 0.882
C -4.081 -0.351 4.095
C -5.371 -4.003 4.698
C -0.361 1.362 -7.488
C 1.166 5.227 0.982
C -1.561 1.001 -3.774
C 3.923 -4.081 -2.351
C -1.156 -0.939 1.016
C 1.224 -4.790 -5.104
C -4.830 -4.639 5.965
C 2.440 4.853 0.064
C 0.652 3.616 3.175
C 4.187 0.040 3.361
C 4.299 1.658 3.055
C -1.327 -0.380 -3.190
C -0.029 -3.945 -4.960
C 1.285 5.026 2.589
H -1.786 -0.465 -2.201
H 0.854 3.643 4.350
H 4.669 4.432 0.052
H 2.349 5.146 3.056
H -2.628 1.191 -3.928
H 0.916 6.380 0.796
H -3.159 0.211 3.931
H 0.221 4.650 0.533
H -1.198 1.754 -3.065
H 1.023 -5.840 -4.869
H -3.738 -4.587 5.996
H 1.178 2.649 2.784
H -0.545 0.957 -8.486
H 0.623 5.887 3.087
H -6.455 -4.154 4.658
H 2.755 2.125 1.379
H -4.946 -4.475 3.805
H 1.563 -4.751 -6.145
H 0.196 -2.887 -5.127
H -1.758 -1.156 -3.829
H -4.587 0.019 4.989
H -0.794 -4.264 -5.672
H 2.775 5.843 -0.513
H -5.204 -4.115 6.851
H 0.682 1.203 -7.209
H 4.069 -4.126 -1.269
H 4.841 -0.494 2.527
H -5.119 -5.691 6.025
H 2.073 4.111 -0.794
H 4.073 -3.058 -2.703
H -0.448 -4.031 -3.953
H -0.616 2.422 -7.461
H 4.063 4.684 1.809
H 3.066 -0.315 3.224
H -4.729 -0.273 3.220
H 3.800 2.034 -0.188
H 4.605 -4.770 -2.851
H 4.625 -0.197 4.425
H -0.256 -0.589 -3.105


16
Properties=species:S:1:pos:R:3 method="wB97M-V/def2-TZVPD" relative_energy_kj_mol=367.1 orbital_gap_ev=10.15 lumo_ev=-0.28
P 0.011 -1.810 0.578
O -0.563 -3.070 0.917
O 0.229 -1.557 -1.021
C -0.846 -0.239 0.845
C 0.083 -0.190 -1.410
C 0.848 1.518 0.359
C -0.312 0.716 -0.217
H 1.406 -1.768 0.930
H 0.994 0.086 -2.042
H -2.499 -0.671 0.271
H -1.051 1.469 -0.420
H 1.049 2.303 -0.468
H 1.852 0.911 0.691
H -0.915 0.160 1.791
H 0.610 2.259 1.216
H -0.896 -0.118 -2.019


160
Properties=species:S:1:pos:R:3 method="wB97M-V/def2-TZVPD" relative_energy_kj_mol=0.0 total_charge=+4 orbital_gap_ev=5.19 lumo_ev=-7.21
P 4.486 -0.297 0.937
F 3.458 0.807 0.403
F 5.504 -1.485 1.429
F 3.579 -0.590 2.254
F 3.614 -1.480 0.170
F 5.386 0.758 1.717
F 5.347 -0.115 -0.423
O 0.278 2.499 1.017
O 0.693 -1.735 -0.200
O 1.400 -3.853 -0.408
O -3.439 5.223 3.629
O 0.744 0.298 1.135
O -1.346 -0.528 0.419
O -2.381 1.473 0.271
O -1.830 6.612 4.267
O 0.021 -1.798 2.032
O 0.557 -3.941 2.460
N -1.151 -7.490 -7.027
N 3.172 -1.037 -3.173
N 2.453 2.111 5.190
N 1.543 1.042 6.828
N 4.631 -2.637 -3.301
N -0.836 -7.218 -4.894
N -5.693 4.199 0.544
N 4.347 -1.994 5.323
N 0.546 6.347 -2.563
N -6.461 5.374 2.195
N 3.811 -3.756 4.225
N -3.656 -2.550 -3.008
N 0.623 6.950 -4.637
N -5.817 -2.645 -2.935
C -4.735 -2.195 -2.323
C 5.459 -3.802 -2.936
C -0.373 5.470 -0.414
C -5.382 5.046 1.517
C -4.080 -3.239 -4.129
C 4.730 -1.896 -4.470
C 1.748 1.067 4.638
C 1.202 0.380 5.665
C -1.654 -7.184 -8.373
C 3.715 -2.065 -2.542
C 3.265 3.096 4.444
C -7.240 -2.492 -2.521
C 5.128 -0.865 5.832
C -1.549 -6.844 -5.949
C 1.081 0.660 8.174
C 2.210 2.136 6.491
C -2.256 -2.415 -2.588
C 0.956 -2.951 0.247
C -0.269 7.785 -4.009
C 2.703 -3.387 4.949
C -6.509 7.596 3.240
C 4.684 -4.865 -2.173
C 2.482 3.716 3.296
C 3.888 -4.916 3.334
C -1.084 4.693 3.198
C -7.846 -3.849 -2.186
C 6.593 -1.161 6.064
C -2.221 5.559 3.736
C -5.423 -3.261 -4.101
C -7.046 3.914 0.663
C -0.876 -6.678 -3.533
C 2.228 -0.077 -2.601
C 0.849 5.647 -1.309
C 1.077 7.120 -6.012
C 1.099 6.094 -3.739
C 0.084 -8.144 -5.354
C -4.855 3.740 -0.554
C -0.016 1.348 0.896
C 4.772 -2.870 4.413
C 0.525 -2.982 1.744
C -0.070 -8.286 -6.681
C 0.114 -5.535 -3.338
C 3.091 -2.351 5.725
C 3.869 -0.873 -4.357
C -1.409 0.815 0.489
C -7.533 4.703 1.634
C -0.318 7.413 -2.710
C -6.434 6.104 3.484
B 0.006 -0.937 0.839
H -0.338 5.344 2.745
H 1.841 -4.032 4.963
H -1.097 4.699 -0.681
H 3.695 -0.055 -5.033
H -5.177 4.270 -1.447
H -1.786 -1.589 -3.114
H -3.820 3.940 -0.286
H 1.895 2.957 2.787
H 2.603 2.874 7.172
H 1.948 5.454 -3.916
H 0.663 -0.548 5.733
H 4.094 -5.582 -2.739
H 2.225 -0.090 -1.514
H 1.344 1.476 8.840
H -4.725 -1.769 -1.331
H -1.369 3.948 2.449
H 3.915 -5.825 3.927
H 1.216 -0.399 -2.860
H -7.309 5.721 4.016
H -5.586 7.876 2.725
H -7.216 -4.422 -1.508
H 4.861 0.072 5.337
H 0.198 -4.881 -4.212
H 3.597 3.849 5.157
H 1.286 4.668 -1.488
H 1.145 -5.852 -3.162
H -4.385 5.438 1.670
H 5.721 -4.243 -3.898
H -6.117 -3.753 -4.758
H -0.705 4.167 4.077
H 7.095 -1.304 5.103
H 4.668 -0.640 6.807
H 0.614 7.983 -6.475
H -8.805 -3.672 -1.699
H 3.412 -2.374 -1.559
H -7.245 -1.851 -1.645
H 0.697 -8.622 -4.607
H -0.582 -7.476 -2.855
H 2.547 -1.846 6.499
H -8.516 4.740 2.068
H -7.590 3.216 0.054
H 6.724 -2.065 6.654
H 5.465 -5.458 -1.689
H -5.571 5.783 4.066
H 1.552 -0.285 8.425
H -2.197 -2.286 -1.511
H 5.684 -2.720 3.860
H 6.366 -3.482 -2.433
H -8.061 -4.431 -3.081
H 1.730 0.810 3.590
H -0.001 0.558 8.185
H 0.457 -8.870 -7.415
H -7.730 -2.068 -3.394
H -0.060 5.189 0.590
H 3.079 -4.876 2.609
H -0.793 8.546 -4.561
H 4.827 -4.834 2.788
H 4.155 2.528 4.162
H -0.777 7.877 -1.858
H -2.483 -6.490 -8.328
H 4.057 -4.455 -1.382
H 3.204 4.096 2.577
H -1.958 -8.111 -8.859
H -6.655 8.194 4.134
H 2.159 7.244 -6.037
H 2.482 0.896 -3.005
H 5.465 -2.131 -5.218
H 1.868 4.495 3.738
H -4.913 2.661 -0.674
H -0.808 -6.826 -8.958
H -0.051 -4.886 -2.475
H -1.780 -3.355 -2.857
H 7.073 -0.318 6.553
H -7.300 7.891 2.544
H -3.349 -3.640 -4.807
H -2.341 -6.115 -5.932
H 1.539 6.250 -0.721
H -0.904 6.419 -0.359
H -1.897 -6.357 -3.344
H 0.864 6.231 -6.604


13
Properties=species:S:1:pos:R:3 method="wB97M-V/def2-TZVPD" relative_energy_kj_mol=318.0 orbital_gap_ev=7.75 lumo_ev=-0.16
Si -2.418 -0.574 -1.092
O 0.578 -0.416 -1.412
C -2.167 -0.045 0.745
C 1.234 0.319 -0.687
C 2.313 -0.190 0.212
H -1.090 0.179 0.982
H 2.744 -1.142 -0.153
H 0.888 1.287 -0.431
H -2.701 0.797 0.816
H 1.782 -0.461 1.121
H -1.785 0.660 -1.793
H 3.143 0.492 0.298
H -2.520 -0.905 1.395


171
Properties=species:S:1:pos:R:3 method="wB97M-V/def2-TZVPD" smiles="CCOP(=O)(CCC1=C(CCc2ccccc2)C(=O)C=CC1=O)OCC.COC(=O)OC.COC(=O)OC.COC(=O)OC.COC(=O)OC.COC(=O)OC.COC(=O)OC.COC(=O)OC.COC(=O)OC.COC(=O)OC.COC(=O)OC" orbital_gap_ev=7.92 lumo_ev=-1.22
P 0.517 0.090 -2.092
O -7.938 0.445 4.764
O -2.650 1.157 -7.457
O 10.334 2.811 -4.470
O 12.244 3.684 -5.301
O -13.099 -0.410 5.977
O 5.704 8.387 -4.879
O -15.244 0.092 5.468
O 11.827 1.464 -5.256
O -4.061 2.375 -0.245
O 5.544 6.224 -4.248
O 3.360 2.416 -2.831
O 8.031 -10.564 0.414
O 0.089 0.318 -0.695
O -0.530 -0.744 -2.960
O 7.439 6.944 -4.991
O 7.865 -6.524 3.451
O -12.928 1.153 1.232
O 0.669 1.379 -2.988
O -5.363 2.849 8.399
O -7.572 3.182 8.072
O -6.745 3.583 10.026
O -8.023 -1.715 5.403
O 8.837 -12.359 -0.693
O -10.709 1.558 1.162
O -6.120 -0.891 4.795
O -14.603 0.242 7.528
O -5.310 1.705 1.513
O -11.947 2.326 -0.430
O 7.448 0.098 -0.989
O -0.538 1.956 -7.491
O 7.870 -12.506 1.342
O 7.941 -5.650 1.370
O 9.034 -4.739 3.122
O -3.163 1.685 1.712
O -1.915 2.614 -9.018
C 5.789 -2.282 -0.473
C 4.865 -1.630 0.530
C 8.249 -5.639 2.535
C 3.071 -0.415 2.320
C 6.757 1.825 -2.409
C 11.539 2.746 -5.036
C -9.427 -1.539 5.623
C 2.665 -1.502 1.553
C 0.282 2.653 -2.417
C -13.235 2.485 -1.033
C -2.151 -2.487 -3.325
C 13.104 1.246 -5.865
C -10.576 0.843 2.399
C 3.127 -0.464 -3.225
C 6.180 7.295 -4.722
C -7.398 2.756 6.712
C 4.375 1.754 -2.844
C 9.510 -3.712 2.247
C 0.450 3.728 -3.482
C 5.420 -0.344 -2.159
C 7.000 -7.546 2.949
C -4.160 1.964 0.881
C 2.087 -0.798 -2.129
C -1.200 -1.849 -2.315
C 4.170 6.447 -3.907
C -5.339 0.219 4.315
C 8.442 -9.742 -0.684
C 6.608 0.490 -1.768
C 5.544 -1.831 -1.929
C -1.854 1.907 1.156
C -7.402 -0.618 4.972
C 8.244 8.006 -5.513
C -0.259 1.178 -6.322
C -13.580 0.122 8.520
C -5.623 3.618 10.910
C -3.219 2.587 -9.605
C 9.896 4.140 -4.176
C -11.955 1.630 0.705
C -6.488 1.960 0.739
C 4.380 0.042 2.212
C 8.096 -13.918 1.311
C -14.207 -0.057 6.294
C 8.299 -11.860 0.259
C 5.270 -0.562 1.328
C -6.455 3.173 8.790
C 5.698 2.418 -2.943
C 3.557 -2.100 0.673
C -14.936 -0.151 4.085
C -1.786 1.841 -7.939
C 4.353 0.263 -2.722
H 3.242 -2.952 0.077
H 1.433 4.193 -3.405
H 9.160 -14.134 1.243
H -6.708 3.420 6.194
H 13.196 0.170 -5.980
H -10.907 -0.188 2.278
H 2.503 -0.705 -1.129
H -14.184 0.551 3.733
H -9.522 0.872 2.652
H -4.328 -0.156 4.192
H 0.321 3.324 -4.483
H -7.327 1.707 1.382
H 6.286 -0.191 1.263
H -12.756 0.799 8.304
H -1.746 -1.472 -1.451
H 0.929 2.866 -1.567
H -13.906 3.022 -0.365
H 9.228 7.579 -5.682
H -9.922 -1.238 4.703
H -3.108 -2.713 -2.856
H -3.471 1.580 -9.933
H 7.498 -8.123 2.171
H -8.377 2.801 6.248
H 6.414 -2.150 -2.517
H -11.153 1.325 3.185
H -6.503 1.336 -0.153
H 6.771 -8.197 3.787
H 4.085 7.201 -3.127
H 10.127 -3.063 2.860
H -14.046 0.394 9.461
H 3.475 -1.390 -3.680
H -5.191 2.626 11.023
H -3.966 2.941 -8.897
H -4.866 4.308 10.542
H 8.166 -8.725 -0.419
H 7.833 8.373 -6.451
H 7.931 -10.035 -1.598
H 2.387 0.070 3.004
H -15.860 0.002 3.535
H -0.403 0.118 -6.522
H 7.573 -14.371 0.471
H -0.453 -2.563 -1.959
H 5.772 3.389 -3.419
H -1.684 1.276 0.291
H 13.152 1.730 -6.838
H 8.912 4.041 -3.727
H 3.797 5.495 -3.537
H -0.294 4.513 -3.329
H 7.699 -14.302 2.246
H -5.339 1.027 5.044
H 1.794 -1.848 -2.242
H 6.078 -7.115 2.564
H 5.631 -3.361 -0.404
H 9.820 4.734 -5.084
H 2.660 0.123 -4.017
H -6.007 3.966 11.864
H -3.173 3.255 -10.460
H 8.312 8.823 -4.797
H -13.213 -0.901 8.570
H -5.720 0.577 3.362
H 10.106 -4.140 1.443
H 0.780 1.368 -6.071
H 10.572 4.623 -3.473
H -9.812 -2.501 5.945
H -1.736 -3.401 -3.746
H 9.519 -9.801 -0.826
H -7.031 1.737 6.679
H 1.654 -1.879 1.632
H 8.678 -3.148 1.830
H -0.755 2.605 -2.082
H -2.328 -1.773 -4.128
H -1.736 2.957 0.890
H 6.820 -2.097 -0.182
H -9.609 -0.795 6.396
H -0.893 1.485 -5.493
H 4.689 -2.368 -2.337
H 3.598 6.750 -4.781
H -14.585 -1.170 3.942
H -6.543 3.009 0.458
H -13.069 3.065 -1.936
H 13.901 1.621 -5.227
H 7.755 2.246 -2.407
H -13.662 1.517 -1.286
H 4.706 0.883 2.811
H -1.146 1.641 1.934


10
Properties=species:S:1:pos:R:3 method="wB97M-V/def2-TZVPD" relative_energy_kj_mol=74.2 spin_multiplicity=3 orbital_gap_ev="6.74 / 6.33" lumo_ev="-0.70 / -3.80"
Cl 4.174 -1.796 0.052
P 4.356 1.107 0.413
O 3.500 2.152 -0.151
O 3.574 -0.244 -0.108
O 0.474 0.211 -1.059
C -0.399 0.001 0.032
H 0.117 -0.770 0.828
H -0.695 0.922 0.528
H 0.376 1.121 -1.336
H -1.290 -0.391 -0.375


13
Properties=species:S:1:pos:R:3 method="wB97M-V/def2-TZVPD" relative_energy_kj_mol=248.8 total_charge=-1 spin_multiplicity=2 orbital_gap_ev="4.76 / 6.33" lumo_ev="4.62 / 4.49"
O 0.741 -0.735 2.202
C 0.013 -0.541 -0.168
C -0.532 0.667 -0.486
C -0.247 -1.164 1.136
C 0.382 1.403 -1.502
H 0.154 -1.228 -1.087
H 0.470 -0.585 3.116
H -0.077 -2.296 1.215
H -0.289 1.760 -2.397
H -1.556 0.802 -0.402
H 1.131 0.660 -1.953
H -1.256 -1.007 1.554
H 1.067 2.265 -1.228